The following is a quantum chemistry calculation of a cluster of 3 separate species, C26H52FN3O6S in total, from OMol25.

Each line ends with the Löwdin charge.
Cartesian coordinates (Å):
C 2.2690 -0.1961 1.0307  -0.128
C 2.2317 -1.5426 2.0223  -0.244
C 1.4249 -2.6927 1.1738  -0.218
C 0.7227 -3.8612 2.0831  -0.214
N -0.1773 -3.3730 3.1902  -0.020
C -1.3356 -2.5348 2.7086  -0.291
O -0.9052 -1.1280 2.7381  -0.240
S -2.1057 -0.0636 2.1662  0.837
O -2.2853 1.0392 3.2788  -0.377
O -1.5514 0.5776 0.8382  -0.356
C -3.7425 -0.9477 1.9536  -0.152
C -3.4984 -2.2753 1.0243  -0.184
F -3.6281 -1.8638 -0.3926  -0.099
C -2.0298 -3.0244 1.3079  -0.182
O -2.3582 -4.4887 1.2834  -0.091
H 3.2279 0.4555 1.1920  0.061
H 2.3111 -0.5954 -0.0933  0.084
H 1.2572 0.4149 1.1106  0.076
H 3.3680 -1.8704 2.1748  0.113
H 1.7000 -1.2741 3.0485  0.098
H 2.2366 -3.2351 0.4906  0.126
H 0.7035 -2.1350 0.4374  0.095
H 1.6190 -4.4415 2.6182  0.137
H 0.2450 -4.6350 1.3464  0.120
H 0.3418 -2.9425 3.9879  0.125
H -2.1828 -2.6318 3.5451  0.177
H -4.2359 -1.1978 2.9967  0.142
H -4.4583 -0.2022 1.3759  0.150
H -4.3756 -3.0577 1.2288  0.173
H -1.3797 -2.7701 0.3402  0.172
H -3.0542 -4.6678 0.5728  0.120
C -6.5031 -0.6027 -6.7990  -0.041
C -5.4822 -1.6710 -6.3281  -0.472
C -6.2079 -2.9547 -5.8343  -0.143
C -6.8027 -2.8370 -4.4392  -0.191
C -5.7475 -2.3681 -3.4458  -0.142
C -5.0714 -1.0398 -3.8749  -0.466
N -4.5695 -1.0707 -5.2965  -0.018
O -3.3802 -1.8235 -5.3017  -0.029
C -6.0847 0.1201 -3.6772  -0.049
C -3.9430 -0.7045 -2.8457  -0.052
C -4.7558 -2.0550 -7.6648  -0.051
H -7.0396 -0.0961 -6.0022  0.050
H -6.0097 0.1777 -7.3873  0.088
H -7.2757 -1.0540 -7.4375  0.089
H -5.5014 -3.7951 -5.8285  0.122
H -7.0016 -3.2370 -6.5344  0.120
H -7.6643 -2.1626 -4.4501  0.105
H -7.1863 -3.8171 -4.1253  0.114
H -6.2125 -2.2554 -2.4582  0.122
H -4.9915 -3.1570 -3.3363  0.124
H -5.7291 1.0456 -4.1465  0.095
H -6.2343 0.3366 -2.6118  0.084
H -7.0843 -0.0984 -4.0563  0.056
H -3.1918 -1.4997 -2.7641  0.072
H -4.3536 -0.5750 -1.8366  0.062
H -3.4309 0.2277 -3.1136  0.095
H -4.1685 -1.2161 -8.0566  0.086
H -5.4821 -2.3324 -8.4366  0.085
H -4.0843 -2.9123 -7.5483  0.075
C 5.0961 5.4607 3.5404  -0.041
C 4.9605 3.9389 3.2737  -0.470
C 5.1953 3.1225 4.5763  -0.142
C 6.6588 2.9742 4.9638  -0.191
C 7.4672 2.4204 3.7976  -0.142
C 7.3175 3.2712 2.5095  -0.474
N 5.8783 3.5437 2.1516  -0.016
O 5.3603 2.3647 1.5833  -0.038
C 8.0957 4.6015 2.6993  -0.052
C 8.1007 2.5635 1.3558  -0.049
C 3.4381 3.7927 2.9234  -0.044
H 6.1133 5.8145 3.6805  0.050
H 4.6753 6.0420 2.7136  0.088
H 4.5531 5.7484 4.4518  0.090
H 4.7754 2.1150 4.4573  0.122
H 4.6521 3.5752 5.4129  0.120
H 7.0599 3.9336 5.3040  0.105
H 6.7393 2.2893 5.8186  0.115
H 8.5226 2.3602 4.0920  0.124
H 7.1469 1.3877 3.6058  0.124
H 7.8619 5.3183 1.9027  0.094
H 9.1797 4.4324 2.6718  0.084
H 7.9169 5.0832 3.6619  0.057
H 7.7538 1.5391 1.1724  0.075
H 9.1681 2.4806 1.5951  0.082
H 8.0173 3.1288 0.4196  0.088
H 3.1940 4.2960 1.9803  0.088
H 2.8143 4.2429 3.7034  0.087
H 3.1233 2.7471 2.8397  0.067

Values from the calculation:
2S+1: 3
LUMO (alpha / beta): 0.067 / -0.156 eV
gap between HOMO and LUMO (alpha / beta): 9.070 / 9.362 eV

***

The following is a quantum chemistry calculation of a structure of composition C26H53ClMnO2P2Si2, from OMol25.

Each line ends with the Löwdin charge.
Cartesian coordinates (Å):
Mn -0.0319 -0.0104 0.0441  0.408
C -1.4192 -0.0250 2.2619  -0.162
C -1.6200 1.1466 1.5029  -0.333
C -2.1219 0.7226 0.2055  -0.204
Si -1.2951 2.8673 2.1780  0.515
C -2.1233 -0.7157 0.1858  -0.208
C -1.6413 -1.1771 1.4755  -0.329
Si -1.2694 -2.9072 2.0849  0.510
H -1.2570 -0.0284 3.3415  0.108
H -2.5076 1.3627 -0.5802  0.086
H -2.5150 -1.3413 -0.6146  0.090
Cl 2.4215 0.1440 -4.3236  0.523
C -0.9735 -2.9102 3.9161  -0.166
C -2.7229 -3.9929 1.6409  -0.171
C -0.9722 2.8418 4.0062  -0.167
C -2.7089 4.0109 1.7442  -0.169
H -3.6260 -3.5224 2.0583  0.041
H -2.6070 -4.9813 2.1108  0.033
H -2.8711 -4.1259 0.5614  0.022
H -0.1623 -2.2301 4.1957  0.026
H -0.7131 -3.9145 4.2694  0.037
H -1.8860 -2.5969 4.4370  0.042
H -3.6471 3.5480 2.0851  0.040
H -2.7987 4.2290 0.6713  0.020
H -2.5846 4.9594 2.2889  0.034
H -1.8745 2.5288 4.5444  0.041
H -0.6919 3.8409 4.3620  0.038
H -0.1567 2.1528 4.2525  0.028
C 0.3256 -3.3786 1.1678  -0.383
C 0.3149 3.3344 1.2945  -0.384
P 0.5589 -2.5014 -0.4361  1.039
H 0.3493 -4.4684 1.0200  0.036
H 1.1725 -3.1290 1.8290  0.054
P 0.5338 2.5258 -0.3433  1.032
H 1.1409 3.0275 1.9612  0.058
H 0.3788 4.4276 1.1939  0.038
C 2.1293 3.1776 -1.0519  -0.531
C -0.7749 3.3482 -1.4087  -0.542
C -0.7610 -3.3367 -1.4855  -0.542
C 2.1506 -3.1745 -1.1761  -0.525
C 3.2002 -2.0679 -1.2644  -0.125
H 1.8702 -3.4751 -2.2003  0.094
C 2.7025 -4.3924 -0.4346  -0.124
H 2.9097 -4.1565 0.6167  0.077
H 3.6447 -4.6963 -0.9076  0.080
H 2.0293 -5.2560 -0.4768  0.062
H 2.9120 -1.2944 -1.9852  0.025
H 4.1523 -2.4913 -1.6134  0.082
H 3.3561 -1.5807 -0.2928  0.059
H -1.7011 -3.1188 -0.9593  0.061
C -0.6069 -4.8585 -1.5622  -0.112
C -0.8355 -2.7201 -2.8831  -0.128
H -0.6970 -5.3446 -0.5836  0.066
H 0.3474 -5.1467 -2.0227  0.072
H -1.4141 -5.2608 -2.1903  0.082
H -1.1023 -1.6555 -2.8584  0.055
H -1.6136 -3.2333 -3.4665  0.087
H 0.1161 -2.8397 -3.4216  0.068
H -1.7276 3.1168 -0.9099  0.064
C -0.8261 2.7681 -2.8277  -0.121
C -0.6219 4.8687 -1.4345  -0.118
H -0.7137 5.3184 -0.4385  0.066
H -1.4291 5.2869 -2.0508  0.082
H 0.3341 5.1710 -1.8813  0.072
H -1.0802 1.7002 -2.8460  0.051
H 0.1261 2.9069 -3.3615  0.074
H -1.6088 3.2895 -3.3988  0.086
C 3.2014 2.0892 -1.1198  -0.122
C 2.6429 4.4060 -0.3017  -0.126
H 1.8524 3.4625 -2.0811  0.094
H 2.8487 4.1711 0.7508  0.077
H 1.9441 5.2490 -0.3468  0.061
H 3.5802 4.7306 -0.7694  0.080
H 3.3594 1.6090 -0.1456  0.059
H 4.1494 2.5321 -1.4557  0.081
H 2.9407 1.3058 -1.8415  0.025
C 0.7250 -0.0122 -3.8309  -0.526
H 0.6441 0.0824 -2.7286  0.006
H 0.1638 0.7647 -4.3301  0.014
H 0.3644 -0.9725 -4.1819  0.000
C 2.2446 -0.0689 3.6320  -0.063
O 1.0705 -0.0126 2.7912  -0.169
C 1.3931 -0.0050 1.4772  -0.504
O 2.5717 -0.0502 1.1268  -0.073
H 2.8545 -0.9449 3.3590  0.091
H 1.8700 -0.1361 4.6539  0.086
H 2.8374 0.8434 3.4709  0.091

Values from the calculation:
2S+1: 4
LUMO (alpha / beta): 0.642 / 0.605 eV
gap between HOMO and LUMO (alpha / beta): 6.992 / 7.401 eV

***

Electronic energy for every record listed, in sequence, given in hartree: -2135.23236, -4045.87252.